Entry 1:
Molecular formula: C5H14
Method: DFT, the ωB97M-V functional and the def2-TZVPD basis

Structure (XYZ):
```
19
Properties=species:S:1:pos:R:3
C 1.58 1.02 -0.98
C 1.82 1.92 0.23
C 1.60 -0.45 -0.64
H 2.44 1.14 -1.64
H 0.70 1.30 -1.55
H 0.87 2.23 0.68
H 2.39 1.42 1.02
H 1.03 -0.72 0.26
H 2.33 2.86 -0.01
H 2.56 -0.94 -0.51
H 1.10 -1.14 -1.33
C -1.95 -1.65 0.99
C -2.89 -0.73 0.26
H -1.88 -1.60 2.09
H -2.15 -2.70 0.73
H -0.89 -1.57 0.71
H -3.91 -1.01 0.52
H -2.84 0.31 0.62
H -2.68 -0.71 -0.81
```

## Properties
LUMO (spin up / spin down)   4.4 / 4.4 eV
Relative energy (zero: lowest compared OMol25 entry of this formula, charge and spin)   39.7 kJ/mol
Kohn-Sham gap (spin up / spin down)   2.775 / 11.909 eV
2S+1   2
Net charge   -1

In the natural (NBO) picture, each atom carries the following charge in e: -0.527 -0.714 -0.785 0.177 0.200 0.195 0.197 0.199 0.184 0.185 0.194 -0.793 -0.848 0.190 0.180 0.199 0.179 0.190 0.197



Entry 2:
Molecular formula: C3H9N5
Method: DFT, the ωB97M-V functional and the def2-TZVPD basis

Structure (XYZ):
```
17
Properties=species:S:1:pos:R:3
C -2.63 -0.28 -0.03
C -0.31 0.42 -0.18
C 1.46 -1.30 0.05
H -3.58 0.29 -0.18
H -2.82 -1.25 -0.52
H -2.35 -0.56 0.96
H 0.29 2.22 -0.83
H 2.26 0.88 0.53
H 1.25 1.56 1.40
H -0.48 -1.53 0.42
H 1.62 -2.21 0.62
H 1.99 -0.16 -1.29
N -1.56 0.58 -0.53
N 0.71 1.32 -0.54
N 1.62 1.67 0.48
N 0.18 -0.75 0.40
N 2.34 -0.90 -0.76
```

## Properties
LUMO   0.7 eV
Relative energy (zero: lowest compared OMol25 entry of this formula, charge and spin)   259.0 kJ/mol
Kohn-Sham gap   9.688 eV
SMILES   [H]/N=C\N/C(=N\C)NN

In the natural (NBO) picture, each atom carries the following charge in e: -0.449 0.551 0.271 0.220 0.186 0.182 0.395 0.349 0.331 0.405 0.165 0.354 -0.514 -0.485 -0.633 -0.680 -0.648



Entry 3:
Molecular formula: C42H47BCl5I2N3O4STi
Method: DFT, the ωB97M-V functional and the def2-TZVPD basis

Structure (XYZ):
```
106
Properties=species:S:1:pos:R:3
Ti -0.63 0.84 2.86
Cl -2.94 0.82 5.81
C -3.61 1.00 4.22
C -2.78 0.93 3.11
C -3.41 1.09 1.90
Cl -2.39 0.98 0.47
C -4.77 1.32 1.72
Cl -5.44 1.51 0.14
C -5.57 1.38 2.85
Cl -7.26 1.65 2.70
C -4.99 1.22 4.11
Cl -6.00 1.29 5.51
C 5.98 1.47 3.65
C 4.69 1.97 3.08
C 4.38 1.81 1.74
C 3.16 2.23 1.23
C 2.23 2.82 2.07
C 2.54 3.04 3.40
C 3.75 2.61 3.90
S 0.69 3.35 1.36
O 0.58 2.64 0.11
O 0.71 4.79 1.34
N -0.51 2.82 2.30
C -0.76 3.62 3.52
C -0.30 2.87 4.77
O -0.15 3.40 5.84
O -0.08 1.59 4.53
H 6.66 1.15 2.86
H 5.82 0.60 4.30
H 6.48 2.23 4.25
H 5.09 1.32 1.09
H 2.91 2.08 0.19
H 1.85 3.55 4.07
H 3.98 2.76 4.95
H -1.83 3.80 3.63
H -0.27 4.59 3.47
I -0.62 -1.80 4.12
C 1.19 -0.70 3.59
I 0.78 -0.85 0.74
H 1.96 -1.45 3.51
H 1.37 -0.05 4.45
C 2.40 -4.16 -0.90
C 1.20 -4.64 -1.72
C 1.23 -4.04 -3.12
C -0.10 -4.52 -0.93
C -0.39 -5.61 -0.12
C -1.56 -5.68 0.63
C -2.47 -4.64 0.56
C -2.21 -3.51 -0.21
C -3.24 -2.40 -0.26
C -3.74 -2.02 1.14
C -4.40 -2.77 -1.17
C -1.02 -3.45 -0.94
N -0.76 -2.24 -1.67
B -0.06 -1.07 -1.24
N -0.05 -0.20 -2.38
C -0.77 -0.83 -3.40
C -1.20 -2.04 -2.97
C 0.63 1.04 -2.62
C 2.02 1.06 -2.83
C 2.63 2.29 -3.03
C 1.89 3.46 -3.06
C 0.52 3.41 -2.92
C -0.13 2.21 -2.69
C -1.64 2.20 -2.52
C -2.34 2.31 -3.88
C -2.12 3.33 -1.60
C 2.87 -0.19 -2.95
C 3.49 -0.29 -4.35
C 3.96 -0.30 -1.89
H 3.32 -4.29 -1.47
H 2.49 -4.72 0.03
H 2.30 -3.11 -0.64
H 1.32 -5.72 -1.86
H 1.29 -2.96 -3.11
H 0.35 -4.30 -3.70
H 2.11 -4.42 -3.65
H 0.31 -6.44 -0.09
H -1.75 -6.54 1.25
H -3.38 -4.69 1.13
H -2.75 -1.51 -0.68
H -4.30 -2.84 1.60
H -4.43 -1.17 1.07
H -2.92 -1.75 1.80
H -4.92 -3.66 -0.79
H -4.06 -3.00 -2.18
H -5.12 -1.96 -1.23
H -0.89 -0.37 -4.36
H -1.77 -2.78 -3.51
H 3.71 2.33 -3.17
H 2.39 4.41 -3.20
H -0.05 4.33 -2.95
H -1.93 1.25 -2.07
H -2.04 3.23 -4.38
H -3.43 2.33 -3.75
H -2.10 1.48 -4.54
H -2.13 4.28 -2.12
H -1.49 3.42 -0.72
H -3.15 3.13 -1.28
H 2.21 -1.05 -2.84
H 4.26 0.48 -4.49
H 2.74 -0.15 -5.13
H 3.97 -1.26 -4.50
H 4.67 0.53 -1.98
H 4.52 -1.23 -2.01
H 3.55 -0.28 -0.89
```

## Properties
LUMO (spin up / spin down)   2.2 / 2.2 eV
Relative energy (zero: lowest compared OMol25 entry of this formula, charge and spin)   0.0 kJ/mol
Kohn-Sham gap (spin up / spin down)   7.295 / 7.530 eV
2S+1   2
Net charge   -1

Results of the Löwdin charge analysis, in e, for atoms 1 through 99: 0.516 0.695 -0.676 -0.287 -0.654 0.803 -0.714 0.686 -0.703 0.663 -0.695 0.656 -0.056 -0.274 -0.036 -0.063 -0.260 -0.035 -0.025 0.563 -0.347 -0.300 -0.299 -0.172 -0.638 0.071 -0.244 0.070 0.081 0.076 0.105 0.095 0.107 0.119 0.125 0.112 0.770 -0.796 1.153 -0.072 -0.072 -0.056 -0.360 -0.058 -0.114 -0.045 -0.069 -0.030 -0.120 -0.364 -0.065 -0.048 -0.121 0.012 -0.923 0.036 -0.051 -0.074 -0.109 -0.121 -0.043 -0.060 -0.032 -0.138 -0.376 -0.053 -0.101 -0.370 -0.063 -0.062 0.078 0.081 0.030 0.124 0.051 0.080 0.082 0.112 0.102 0.108 0.092 0.079 0.057 0.045 0.081 0.071 0.076 0.118 0.126 0.108 0.103 0.115 0.086 0.080 0.080 0.057 0.077 0.050 0.049



Entry 4:
Molecular formula: C18H22N4O4
Method: DFT, the ωB97M-V functional and the def2-TZVPD basis

Structure (XYZ):
```
48
Properties=species:S:1:pos:R:3
C 6.79 -1.27 0.39
H 6.82 -1.57 -0.66
H 7.50 -1.88 0.94
H 7.09 -0.23 0.47
C 5.39 -1.47 0.97
N 4.39 -0.65 0.32
C 3.93 0.43 0.97
O 4.38 0.81 2.04
C 2.86 1.26 0.35
C 1.55 1.08 -0.06
N 0.99 2.30 -0.34
C 1.91 3.19 -0.09
N 3.05 2.61 0.34
H 3.89 3.06 0.67
H 1.79 4.24 -0.22
C 0.72 -0.14 -0.15
O 1.15 -1.27 0.03
N -0.55 0.13 -0.49
H -0.84 1.10 -0.51
C -1.57 -0.88 -0.47
C -2.71 -0.50 0.46
O -2.83 0.58 0.98
O -3.55 -1.52 0.62
C -4.70 -1.28 1.44
C -5.73 -0.45 0.72
C -6.22 0.72 1.28
C -7.16 1.48 0.60
C -7.60 1.08 -0.65
C -7.10 -0.08 -1.22
C -6.17 -0.84 -0.54
H -5.77 -1.74 -0.98
H -7.44 -0.39 -2.20
H -8.32 1.68 -1.18
H -7.54 2.39 1.05
H -5.87 1.04 2.25
H -5.09 -2.28 1.66
H -4.38 -0.78 2.36
H -1.11 -1.82 -0.14
H -1.99 -1.04 -1.48
C 4.00 -1.01 -1.03
C 4.46 -0.01 -2.08
H 4.22 -0.38 -3.07
H 3.96 0.95 -1.95
H 5.54 0.15 -2.02
H 4.45 -1.98 -1.24
H 2.92 -1.14 -1.07
H 5.09 -2.51 0.89
H 5.40 -1.18 2.03
```

## Properties
LUMO   0.8 eV
Relative energy (zero: lowest compared OMol25 entry of this formula, charge and spin)   183.2 kJ/mol
Kohn-Sham gap   9.932 eV
SMILES   CCN(CC)C(=O)c1[nH]cnc1C(=O)NCC(=O)OCc1ccccc1

In the natural (NBO) picture, each atom carries the following charge in e: -0.616 0.199 0.216 0.212 -0.216 -0.407 0.645 -0.636 0.044 0.033 -0.471 0.185 -0.490 0.437 0.204 0.641 -0.642 -0.596 0.437 -0.333 0.790 -0.592 -0.502 -0.112 0.028 -0.225 -0.194 -0.214 -0.206 -0.236 0.214 0.213 0.213 0.213 0.216 0.205 0.205 0.263 0.221 -0.232 -0.616 0.215 0.207 0.204 0.203 0.245 0.193 0.240



Entry 5:
Molecular formula: C22H12BrCl2F4N9O2PTl
Method: DFT, the ωB97M-V functional and the def2-TZVPD basis

Structure (XYZ):
```
54
Properties=species:S:1:pos:R:3
Tl -1.09 -2.01 -0.02
F -4.00 5.14 0.14
C -3.13 4.13 0.19
C -1.78 4.38 0.24
F -1.32 5.62 0.29
C -0.90 3.31 0.25
F 0.40 3.64 0.30
C -1.29 1.97 0.23
P 0.20 0.74 0.04
C 0.78 1.38 -1.56
C 0.31 0.68 -2.67
C 0.85 0.91 -3.92
C 1.86 1.85 -4.08
C 2.33 2.54 -2.98
C 1.80 2.31 -1.72
C 0.95 1.24 1.62
C 2.30 1.53 1.75
C 2.81 1.87 2.99
C 1.98 1.89 4.11
C 0.63 1.56 3.98
C 0.12 1.25 2.74
C -2.67 1.77 0.25
Br -3.47 0.08 0.44
C -3.57 2.83 0.20
F -4.88 2.60 0.18
H -0.47 -0.06 -2.55
H 0.49 0.35 -4.77
H 2.29 2.03 -5.06
H 3.14 3.26 -3.09
H 2.19 2.86 -0.87
H 2.96 1.49 0.89
H 3.85 2.13 3.09
H 2.39 2.13 5.08
H 0.00 1.56 4.86
H -0.93 0.98 2.63
N 2.36 -3.88 0.08
C 2.38 -2.54 -0.09
N 3.41 -1.77 -0.48
N 2.93 -0.54 -0.52
N 1.68 -0.59 -0.15
N 1.30 -1.81 0.12
C 1.21 -4.53 0.52
N 1.23 -5.78 0.89
N -0.04 -6.06 1.25
N -0.78 -5.02 1.11
N -0.03 -4.01 0.64
H 3.21 -4.41 0.06
Cl -2.62 -5.98 -1.08
C -3.28 -4.40 -1.47
Cl -2.05 -3.39 -2.30
C -3.85 -3.72 -0.18
O -5.00 -4.02 0.04
O -3.09 -2.93 0.50
H -4.10 -4.53 -2.15
```

## Properties
LUMO   -3.1 eV
Relative energy (zero: lowest compared OMol25 entry of this formula, charge and spin)   242.9 kJ/mol
Kohn-Sham gap   5.598 eV

In the Löwdin picture, each atom carries the following charge in e: 0.895 0.149 -0.134 -0.131 0.143 -0.211 0.088 -0.254 1.042 -0.330 -0.097 -0.066 -0.068 -0.058 -0.079 -0.333 -0.077 -0.059 -0.067 -0.061 -0.079 -0.565 0.919 -0.266 0.082 0.084 0.110 0.108 0.111 0.098 0.090 0.111 0.109 0.111 0.107 0.163 -0.409 0.092 0.035 -0.269 -0.051 -0.451 0.046 -0.059 -0.099 -0.078 0.156 0.668 -0.956 0.617 -0.739 0.090 -0.245 0.069



Entry 6:
Molecular formula: C16H22N6OS
Method: DFT, the ωB97M-V functional and the def2-TZVPD basis

Structure (XYZ):
```
46
Properties=species:S:1:pos:R:3
O 1.25 -2.89 3.45
N 2.97 -0.69 1.21
N -3.02 -0.60 -1.45
N -3.81 -1.34 0.65
S 5.18 -1.66 2.01
C 1.28 -2.09 2.56
C 4.23 -0.48 1.00
C 3.75 -2.30 2.63
C 2.62 -1.72 2.02
C -3.96 -1.12 -0.59
C -1.87 -0.44 -0.86
C -2.59 -1.30 1.18
C -1.51 -0.77 0.44
N -5.13 -1.45 -1.15
N -0.01 -1.48 2.24
N -0.89 -0.03 -1.78
C 4.95 0.21 -0.15
C -0.18 -0.59 1.13
C -0.25 4.48 -2.40
C -2.60 -1.52 2.60
C -1.21 -2.04 3.00
C -0.25 1.26 -1.63
C 0.74 3.34 -2.77
C 0.07 1.96 -3.00
H 3.60 -3.09 3.41
H -5.83 -1.70 -0.45
H -5.01 -2.04 -1.95
H -1.14 -0.22 -2.71
H 5.62 -0.52 -0.42
H 4.35 0.51 -1.01
H 5.55 1.10 0.11
H -0.17 0.40 1.49
H 0.66 -0.89 0.44
H 0.19 5.47 -2.58
H -1.19 4.35 -3.13
H -0.47 4.43 -1.39
H -3.39 -2.36 2.89
H -2.95 -0.52 3.02
H -1.17 -3.17 2.89
H -1.03 -1.88 4.05
H 0.64 1.02 -1.06
H -0.76 2.08 -1.08
H 1.23 3.64 -3.63
H 1.45 3.17 -2.06
H -0.76 2.19 -3.61
H 0.78 1.29 -3.58
```

## Properties
LUMO   0.4 eV
Relative energy (zero: lowest compared OMol25 entry of this formula, charge and spin)   365.6 kJ/mol
Kohn-Sham gap   8.738 eV
SMILES   CCCCNc1nc(N)nc2c1CN(C(=O)c1csc(C)n1)CC2

In the natural (NBO) picture, each atom carries the following charge in e: -0.607 -0.435 -0.513 -0.542 0.380 0.674 0.118 -0.395 -0.016 0.564 0.436 0.282 -0.187 -0.801 -0.440 -0.631 -0.656 -0.232 -0.599 -0.448 -0.219 -0.222 -0.389 -0.392 0.285 0.391 0.392 0.386 0.228 0.242 0.232 0.195 0.242 0.211 0.197 0.201 0.248 0.239 0.212 0.213 0.191 0.180 0.198 0.191 0.201 0.197